114
Properties=species:S:1:pos:R:3:mulliken_charge:R:1 method="wB97M-V/def2-TZVPD" gap_ev=6.53 homo_energy_ev=-4.326 e_lumo_ev=2.2023 total_energy_ha=-6062.7337 total_charge=-1 max_force_ev_per_a=2.21
H -2.150 2.518 -3.868 0.432
C 1.938 -3.937 5.879 2.097
C 0.013 -3.596 4.214 -0.038
C 4.765 1.383 -0.585 -0.820
H -3.084 5.069 2.372 0.500
S -1.296 -1.570 -1.353 -0.586
C 4.838 -0.987 -0.707 -0.832
C 2.199 -2.912 6.991 -1.658
H 1.151 -2.573 0.016 -0.237
C -1.738 -0.670 -2.787 0.380
C 0.064 -1.968 2.454 0.502
H 3.465 4.579 6.757 0.446
C 1.687 3.436 6.237 2.174
H 1.626 4.297 -0.061 0.594
H 2.865 -2.113 6.651 0.333
C 2.746 2.743 -1.070 0.446
H -3.780 -3.127 1.580 0.571
H -2.353 2.648 0.872 0.153
H 0.955 2.697 0.169 -0.217
H 2.866 -1.814 4.394 0.480
H 1.251 4.895 7.762 0.459
H -1.579 -5.598 3.160 0.280
C -0.170 3.204 4.485 -0.216
C 2.728 0.149 -0.909 0.921
H -4.103 3.379 3.973 0.472
C 1.950 2.334 7.273 -1.662
C -0.029 1.738 2.596 0.302
C 1.899 -2.178 4.060 -0.641
H 2.854 4.887 5.118 0.356
S -1.348 1.578 -1.281 -0.592
H -2.960 -2.306 4.394 0.332
H 2.421 3.162 1.045 0.302
H -1.706 5.282 3.468 0.285
H 2.697 -1.975 -3.414 0.402
H -0.187 4.046 7.177 0.382
H 2.664 -3.396 7.857 0.452
H -2.268 -2.797 0.733 0.180
C 0.770 4.482 6.872 -2.140
H 1.095 2.199 -2.382 0.011
C 3.277 -4.538 5.426 -1.699
H 0.113 -4.684 6.818 0.375
C 1.750 1.841 4.271 -0.604
H -3.005 -5.323 2.146 0.501
H -1.430 4.834 1.776 0.255
Se 2.166 -0.051 2.170 0.210
C 1.073 -5.061 6.453 -2.151
C 1.265 -3.244 4.696 -0.439
H -2.749 3.546 5.095 0.313
H 3.939 -3.772 5.012 0.321
H 2.404 2.758 8.177 0.453
C -3.101 3.009 4.211 -1.744
C -2.091 4.687 2.635 -1.717
H 1.261 -2.450 7.313 0.346
H -1.381 -5.070 1.480 0.284
H 2.626 1.568 6.883 0.331
C -0.631 -2.986 3.128 -0.332
C -2.772 -2.714 1.690 -2.151
H 3.589 3.433 -1.151 0.635
C 1.207 1.312 3.120 -0.130
C 2.000 2.803 -2.408 -1.440
H 2.639 2.444 -3.219 0.404
C -2.057 -3.483 2.802 2.135
C 2.102 -3.066 -0.153 -1.008
H -2.558 -3.954 4.897 0.322
C -2.115 -1.333 -3.960 -0.692
C -2.180 3.193 2.988 2.200
H -0.728 3.957 5.028 0.240
C -2.927 -3.349 4.065 -1.784
H -2.781 -1.158 -5.991 0.349
H 0.569 5.310 6.185 0.389
H 3.791 -5.014 6.269 0.445
H 2.714 1.471 4.603 0.487
H -3.180 1.948 4.469 0.342
H 2.675 -3.052 0.779 0.334
C 2.889 -2.414 -1.295 0.424
H 3.732 3.393 5.467 0.342
C -2.143 1.433 -3.902 -0.782
H -3.950 -3.671 3.843 0.468
H 5.271 2.340 -0.490 0.403
H 3.112 -5.293 4.651 0.359
C 1.069 2.828 4.980 -0.457
H -2.908 1.399 1.971 0.288
Ti -0.075 -0.012 0.135 -0.048
H 1.817 -3.425 -2.887 0.410
C -2.510 0.766 -5.061 -0.542
H -3.881 2.856 1.730 0.560
H 1.014 1.843 7.553 0.345
C -0.767 2.676 3.334 -0.147
C 3.396 1.386 -0.834 0.316
C 3.470 -1.046 -0.954 0.302
O -0.445 1.239 1.430 1.271
H 1.705 3.833 -2.632 0.410
H 1.877 -4.109 -0.400 0.585
H 0.880 -5.839 5.707 0.383
H 1.595 -5.525 7.295 0.447
H -2.862 -1.653 1.920 0.294
H 3.765 -3.044 -1.459 0.693
O 1.365 0.099 -0.890 -0.626
C 1.887 3.246 0.094 -0.988
C -2.858 2.476 1.818 -2.121
C 1.305 -1.559 2.984 -0.142
H -2.100 -2.418 -3.969 0.435
H 6.554 0.233 -0.262 0.359
H 5.398 -1.916 -0.706 0.420
H 1.179 -1.828 -2.510 0.006
C 3.016 4.113 5.873 -1.737
H -2.801 1.331 -5.940 0.351
H -0.518 -4.400 4.709 0.271
O -0.397 -1.373 1.354 0.941
C -1.998 -4.960 2.377 -1.727
C -2.497 -0.626 -5.090 -0.561
C -1.757 0.730 -2.756 0.337
C 5.492 0.211 -0.478 -1.416
C 2.096 -2.404 -2.607 -1.512